# 1
C41H46BaN3P | ωB97M-V/def2-TZVPD

```
92
Properties=species:S:1:pos:R:3:forces:R:3
Ba -1.225621 0.796498 0.067206 -0.43 -1.05 -0.17
N -3.336316 0.162864 2.209787 2.02 -0.42 4.02
N -1.196476 3.237184 -1.728244 -1.62 0.99 -0.43
C 0.529284 -1.562861 -2.078174 -0.32 -0.04 0.71
C -0.889536 -1.550534 -2.030249 0.38 -0.19 0.88
C -1.289794 -2.141788 -0.797649 0.81 0.10 -0.30
C -2.682342 -2.404675 -0.355993 -0.57 -0.03 0.29
H -3.366604 -2.434592 -1.215228 0.06 -0.02 0.23
H -3.099870 -1.645960 0.338096 -0.12 -0.26 -0.18
H -2.744419 -3.374721 0.160384 -0.09 0.12 -0.10
C -0.115173 -2.494587 -0.082880 -0.35 0.69 -0.71
C -0.076871 -3.260241 1.184217 0.08 -0.29 0.51
H 0.145532 -4.328605 1.009654 -0.01 0.14 0.11
H -1.042243 -3.210267 1.703347 0.15 0.00 -0.05
H 0.692721 -2.873243 1.867658 -0.10 -0.19 -0.04
C 1.005019 -2.130731 -0.869618 -0.76 0.34 -0.33
C 2.419074 -2.412202 -0.530300 0.52 -0.03 0.12
H 2.645442 -2.127783 0.507844 0.08 -0.12 -0.12
H 3.099029 -1.855184 -1.186783 -0.03 -0.08 0.14
H 2.665977 -3.481524 -0.637480 0.05 0.11 0.07
C -1.795544 -1.141023 -3.131696 -0.44 0.17 -0.52
H -2.024711 -1.991521 -3.799553 -0.06 0.22 0.03
H -1.343685 -0.356536 -3.759282 -0.13 -0.13 0.10
H -2.758948 -0.754318 -2.760597 0.21 -0.10 -0.12
C 1.355787 -1.186755 -3.249924 0.39 0.20 -0.37
H 2.327718 -0.778667 -2.939545 -0.16 -0.01 -0.20
H 0.857721 -0.421193 -3.858926 0.19 -0.07 0.02
H 1.559389 -2.046951 -3.912968 -0.03 0.15 0.07
C -3.257733 0.614887 3.461995 0.34 0.00 -1.26
H -3.443896 -0.089709 4.269446 0.53 -0.03 0.04
C -2.916588 1.952296 3.723787 -0.21 0.57 0.74
H -2.741666 2.279248 4.752726 0.01 0.05 -0.35
C -2.761370 2.810244 2.617202 -0.60 0.41 -0.49
H -2.321238 3.804673 2.772192 -0.23 -0.22 -0.12
C -3.267208 2.442448 1.362548 0.71 0.45 0.47
H -3.273830 3.117457 0.490639 0.07 -0.23 0.52
C -3.826422 1.099244 1.274892 -0.96 -1.87 -1.83
C -4.582485 0.221970 0.549866 -1.26 1.22 -1.76
H -5.197761 0.485804 -0.330766 0.20 0.86 -0.34
C -0.021679 3.109501 -2.305204 -4.38 0.65 2.53
C -2.079623 3.684816 -2.730888 0.48 -0.16 0.21
H -3.105622 3.961451 -2.509960 0.21 -0.08 -0.12
C -1.407824 3.742803 -3.912606 0.20 -0.45 0.17
H -1.684092 4.148959 -4.877096 0.04 -0.33 0.28
N -0.106908 3.245405 -3.639834 -1.15 0.79 -0.98
C 0.832789 2.679049 -4.524429 0.64 -0.81 -0.43
C 0.529623 2.205738 -5.821802 0.56 0.30 0.19
C 1.601885 1.775441 -6.632499 -0.20 0.13 0.63
H 1.391282 1.451484 -7.662688 0.11 0.15 0.46
C 2.903046 1.701104 -6.117449 -0.41 0.29 0.33
C 4.061047 1.402578 -7.022457 0.11 -0.10 -0.02
H 4.838439 0.872756 -6.465531 0.01 -0.04 -0.17
H 4.508110 2.327103 -7.413327 -0.08 -0.13 0.04
H 3.740608 0.796774 -7.876573 0.14 0.01 0.06
C 3.104114 1.904825 -4.740093 -0.47 0.11 -0.86
H 4.098259 1.704680 -4.328930 -0.45 0.08 0.11
C 2.053287 2.333973 -3.904100 0.66 -0.15 -0.57
C 2.091144 2.351996 -2.442212 4.99 -1.30 0.42
H 0.953104 2.894101 -1.789984 0.05 -0.33 -0.87
H 2.839450 3.014614 -1.993040 0.49 -0.25 -0.07
H 2.089471 1.344611 -1.997962 0.26 0.09 -0.15
C -0.880678 2.017459 -6.307180 -0.36 -0.05 -0.54
H -1.430011 2.965363 -6.436822 0.14 -0.53 -0.02
H -1.457516 1.357908 -5.627605 0.25 0.48 -0.24
H -0.836601 1.510850 -7.287615 -0.12 0.21 0.33
C 1.062086 1.281772 3.716057 0.32 0.22 0.35
P 0.417923 -0.411400 3.424514 -0.44 -0.15 -0.41
C 1.848310 -1.422712 3.965648 0.64 -0.11 0.12
C 3.088524 -1.231083 3.312257 -0.30 -0.25 0.45
C 4.199006 -1.991164 3.678294 -0.09 0.02 0.12
C 4.097748 -2.955436 4.688059 -0.19 0.08 -0.08
C 2.869636 -3.170296 5.316980 0.12 0.16 -0.17
C 1.755306 -2.406350 4.967207 0.22 0.15 -0.25
C -0.762017 -0.742566 4.778342 -0.25 -0.27 0.52
C -0.934621 0.102913 5.886193 -0.24 -0.41 -0.31
C -1.969659 -0.144520 6.792673 0.08 -0.13 0.05
C -2.796495 -1.261189 6.645726 0.21 0.02 -0.19
C -2.579360 -2.151770 5.587973 0.29 0.02 0.20
C -1.562509 -1.903216 4.668461 0.13 0.41 0.12
H 1.769506 1.499774 2.897849 -0.22 -0.03 0.35
H 1.590866 1.357422 4.678714 -0.09 0.13 -0.27
H 0.251092 2.023883 3.678308 0.07 -0.31 -0.03
H 3.181504 -0.472224 2.530212 -0.04 -0.31 0.18
H 5.152308 -1.828933 3.173359 -0.24 -0.04 0.12
H 4.972765 -3.535499 4.984487 -0.22 0.12 -0.13
H 2.770823 -3.933074 6.090072 0.07 0.18 -0.16
H 0.810421 -2.573139 5.485201 0.26 0.07 -0.18
H -0.267131 0.952055 6.039052 -0.31 -0.13 -0.13
H -2.125563 0.542819 7.625872 0.02 -0.18 -0.19
H -3.601705 -1.449529 7.358103 0.20 0.11 -0.20
H -3.202393 -3.041025 5.477159 0.15 0.28 0.02
H -1.385819 -2.609498 3.853482 -0.15 0.35 0.10
```
Forces are in eV/Å.

Summary:
charge = -2
energy relative to the best compared isomer or geometry (same formula, charge and spin) = 0.0 kJ/mol
F_max = 5.175 eV/Å

---

# 2
CH4N2O2 | ωB97M-V/def2-TZVPD

```
9
Properties=species:S:1:pos:R:3:forces:R:3
C 0.277495 -0.904351 -0.400060 1.37 2.35 0.63
N -1.637829 0.677964 0.835800 -0.22 -0.97 -0.45
N 1.354001 -0.040151 -0.140993 0.72 -0.18 0.44
O 1.588042 0.940129 -0.808296 -0.57 0.65 -1.04
O 2.064325 -0.379825 0.785616 0.41 -0.45 0.95
H 0.068358 -1.497550 0.384881 -0.86 -2.06 2.15
H -0.089112 -0.881607 -1.335867 -1.33 -0.05 -2.91
H -2.262918 0.456637 0.040862 0.15 0.06 0.34
H -1.362361 1.628756 0.638053 0.33 0.65 -0.12
```
Forces are in eV/Å.

Summary:
charge = 0
energy relative to the best compared isomer or geometry (same formula, charge and spin) = 640.1 kJ/mol
F_max = 3.198 eV/Å

---

# 3
C32H60N4O8S4 | ωB97M-V/def2-TZVPD

```
108
Properties=species:S:1:pos:R:3:forces:R:3
O -0.765941 -4.099519 0.403176 -0.78 -0.20 0.30
S -1.233411 -4.640865 1.673265 0.83 0.19 -0.95
O -0.455278 -5.739920 2.189636 -0.33 -0.27 0.44
C -1.390452 -3.291921 2.812900 0.44 2.06 0.11
C -2.809985 -3.315022 3.385208 0.31 -0.39 -1.32
C -3.733189 -3.922475 2.309081 -0.06 -0.41 -0.07
C -3.007149 -5.084766 1.630689 0.83 0.81 -0.69
H -1.254142 -2.364390 2.168927 0.02 -1.17 0.74
H -0.605510 -3.264437 3.613748 -0.56 -0.45 -1.03
H -2.780321 -4.007630 4.178007 -0.25 -0.48 1.53
H -3.099275 -2.307648 3.668024 -0.20 -0.11 0.23
H -3.877628 -3.172209 1.551200 -0.49 0.42 -0.28
H -4.701338 -4.294988 2.698108 0.46 0.54 -0.14
H -3.284796 -5.287912 0.594527 0.05 0.38 0.00
H -3.054484 -6.020558 2.114923 -0.14 -0.98 1.00
O 3.554807 -3.807012 4.110044 -0.36 -0.19 -1.80
S 2.999808 -4.120154 2.781728 0.33 -1.41 1.01
O 1.780845 -3.435088 2.377800 0.59 -0.31 -0.05
C 4.198863 -4.087182 1.415193 -0.96 0.95 -0.62
C 4.003172 -5.385550 0.526549 2.36 -0.72 2.94
C 2.786027 -6.115673 1.040575 -1.26 0.41 1.56
C 2.799051 -5.932732 2.614931 -0.49 0.85 -0.64
H 5.166826 -4.027381 1.879191 0.42 0.06 0.04
H 3.949517 -3.100193 0.970432 0.49 -0.69 -0.23
H 4.115453 -5.278657 -0.519555 -0.41 0.59 -1.07
H 4.898517 -6.054339 0.806823 -1.06 0.93 -0.39
H 2.752151 -7.193458 0.795866 -0.15 0.70 -0.14
H 1.882775 -5.546184 0.747765 0.10 -0.81 -0.29
H 3.703763 -6.353782 3.068658 -0.32 -0.06 0.09
H 1.855113 -6.156484 3.151106 0.62 -0.29 -0.47
O -3.961010 3.876753 -3.713759 0.40 -0.23 -2.34
S -3.708418 3.655707 -5.163796 -1.31 0.94 2.68
O -3.743765 2.310970 -5.663498 0.01 -0.25 -0.21
C -4.784988 4.744084 -6.131485 -0.57 0.47 1.28
C -4.062982 6.100606 -6.169113 0.22 -1.38 -1.67
C -2.633267 5.651433 -6.538626 -0.49 -0.59 -0.06
C -2.231858 4.478529 -5.658217 1.16 -0.88 0.29
H -5.723305 4.834632 -5.588717 -0.13 -0.32 -0.04
H -4.945302 4.269298 -7.081890 0.05 -0.05 -0.54
H -4.514553 6.745382 -6.948293 0.36 -0.24 0.50
H -4.123466 6.566795 -5.219508 -0.01 0.52 0.92
H -1.873505 6.356077 -6.402220 0.89 1.55 0.02
H -2.626574 5.369954 -7.575905 -0.02 -0.20 -0.54
H -1.637029 4.827161 -4.805182 -0.50 -0.22 0.09
H -1.671696 3.626090 -6.089968 -0.01 0.84 -0.33
O -3.025714 -0.317422 1.497782 0.57 -0.16 0.34
S -1.972319 -0.108177 0.518864 -0.95 0.73 -0.98
O -0.608129 -0.512517 0.734886 0.33 -0.74 0.58
C -2.585579 -0.779734 -1.035698 0.17 -0.76 0.21
C -3.295741 0.409815 -1.737056 1.27 0.20 -0.21
C -2.323324 1.639482 -1.468565 0.64 -1.57 0.31
C -1.909835 1.613010 0.039696 0.09 -1.31 -1.45
H -3.174497 -1.714581 -0.725617 0.69 1.44 -0.80
H -1.655425 -1.044259 -1.562630 -0.43 -0.20 -0.04
H -3.418329 0.220067 -2.858212 -0.20 0.35 1.74
H -4.195756 0.585331 -1.166068 -0.71 0.08 -0.48
H -2.688449 2.613638 -1.658666 -0.96 0.75 -0.56
H -1.447546 1.514230 -2.144827 -0.28 0.00 0.71
H -2.531214 2.138519 0.715176 -0.88 0.70 0.41
H -0.893120 1.887973 0.190425 0.75 0.44 0.11
C 1.783074 -3.956090 -3.612545 1.61 -0.44 -2.46
C 0.891017 -3.700923 -2.461725 -0.91 1.19 -0.55
C 1.308312 -2.507893 -1.614544 -1.52 1.15 -0.99
C 1.311460 -1.278252 -2.495961 0.38 -1.93 2.11
N 1.490211 -0.322086 -3.085377 -0.15 1.28 -1.00
H 1.568638 -4.954135 -4.014721 0.23 -0.02 0.15
H 2.887900 -3.911422 -3.398043 -1.03 -0.04 -0.03
H 1.602264 -3.309387 -4.530024 0.21 -0.28 1.36
H 0.779220 -4.563141 -1.843098 -0.14 -0.55 0.51
H -0.097433 -3.451509 -2.937250 0.52 -0.36 0.91
H 2.257254 -2.536835 -1.119337 0.75 -0.36 0.06
H 0.558737 -2.399862 -0.833535 -0.03 0.35 0.16
C 3.964338 2.088607 -2.006265 -2.16 -2.63 1.31
C 3.609833 2.371996 -0.505752 -1.10 0.67 -1.13
C 3.022530 1.141013 0.227263 -2.20 1.27 -0.53
C 3.936995 0.027184 0.335624 0.18 0.44 1.18
N 4.749667 -0.733301 0.616311 0.06 -0.47 -0.40
H 4.593269 1.167466 -2.020880 0.28 1.00 -0.20
H 4.337915 2.923816 -2.567602 0.23 0.20 -0.15
H 3.008130 1.643160 -2.431667 1.01 1.03 -0.07
H 2.781963 3.153270 -0.432527 1.22 -0.82 -0.15
H 4.493055 2.743559 -0.025445 0.39 0.23 0.64
H 2.115286 0.824180 -0.353816 0.78 0.04 0.29
H 2.529857 1.518345 1.187994 1.21 -0.98 -0.82
C 1.705301 -0.868109 4.461164 1.23 -0.61 -0.69
C 0.246607 -0.498571 4.680878 0.50 -0.49 0.88
C -0.132020 0.692456 3.842424 0.04 -1.20 -1.89
C 0.417263 1.927337 4.290165 0.93 1.23 0.49
N 0.847802 2.906457 4.718746 -0.21 -0.39 -0.17
H 2.327674 0.048615 4.635144 -0.30 -0.81 -0.23
H 1.862812 -1.245098 3.383045 -0.15 0.66 1.66
H 2.098227 -1.680786 5.153273 -0.65 0.99 -0.87
H 0.098632 -0.300125 5.731171 -0.16 0.22 0.48
H -0.391518 -1.339171 4.459898 -0.31 -0.17 -0.31
H -1.178713 0.855175 3.707740 -1.03 -0.11 0.26
H 0.190110 0.398678 2.813783 0.08 0.80 0.48
C -0.023463 7.147352 1.524465 1.20 -0.56 -0.47
C 0.123217 6.481058 2.872678 0.54 0.99 0.27
C 1.247867 5.452783 2.838334 0.41 -0.47 -0.80
C 0.945012 4.437155 1.793596 -0.32 -0.36 1.15
N 0.661064 3.551345 1.119449 0.11 0.14 -0.31
H 0.870712 7.776663 1.372858 -0.27 -0.29 -0.29
H -0.862857 7.793338 1.464976 -0.92 0.47 -0.06
H -0.078252 6.366479 0.740644 -0.04 0.64 0.14
H -0.745775 5.897983 3.107723 -0.77 0.12 0.45
H 0.297238 7.317278 3.610411 -0.14 -1.30 -0.30
H 1.363197 4.913942 3.792744 0.13 0.21 -0.45
H 2.199274 5.839289 2.459774 0.09 0.44 0.62
```
Forces are in eV/Å.

Summary:
charge = 0
energy relative to the best compared isomer or geometry (same formula, charge and spin) = 0.0 kJ/mol
F_max = 3.836 eV/Å

---

# 4
C6H5N2O6Pr | ωB97M-V/def2-TZVPD

```
20
Properties=species:S:1:pos:R:3:forces:R:3
O -0.096335 5.888134 -1.977863 0.11 1.85 1.20
C -0.149258 4.973747 -2.597074 -0.11 -1.88 -1.20
Pr 0.076218 0.190713 -1.115526 0.03 2.32 4.36
C 0.264169 -2.028243 -1.995594 -0.69 -10.29 -1.92
O 0.150036 -3.339203 -2.251292 0.81 7.39 1.77
C -0.310235 -1.506899 -3.321977 -0.42 3.46 -9.39
O -0.325817 -1.073506 -4.445207 0.14 -3.23 7.49
C 2.323477 -0.856416 -1.637732 4.01 -0.84 -1.35
O 3.267087 -1.284081 -2.106380 -2.27 0.84 1.22
C -2.223585 -0.794543 -1.686885 -7.78 -2.58 -3.50
O -3.213906 -1.170529 -2.210176 6.07 2.24 3.36
H 0.217743 2.097452 -1.001130 0.06 0.65 -0.16
N 1.151262 -0.159899 3.498372 -2.34 0.01 1.04
C 0.001762 -0.109997 2.774650 0.55 0.04 0.52
N -1.141063 -0.125821 3.486606 1.21 -0.05 0.76
O 0.016075 -0.047231 1.489814 -0.06 -0.10 -0.45
H 1.130950 -0.200071 4.537681 0.14 0.05 -1.46
H 2.005361 -0.173483 3.030928 1.44 0.02 -0.63
H -2.001733 -0.113208 3.005458 -0.87 0.06 -0.32
H -1.142207 -0.166915 4.523330 -0.05 0.05 -1.35
```
Forces are in eV/Å.

Summary:
spin multiplicity = 3
charge = +2
energy relative to the best compared isomer or geometry (same formula, charge and spin) = 391.7 kJ/mol
F_max = 10.487 eV/Å
⟨S²⟩ = 2.04

---

Q: Which of these has the lowest F_max?
A: CH4N2O2

---

Q: Look up the energy relative to the best compared isomer or geometry (same formula, charge and spin) of the second one.
A: 640.1 kJ/mol